This record from the Open Molecules 2025 dataset describes C23H51N4O6P in the gas phase. The level of theory is ωB97M-V/def2-TZVPD.

Output
SMILES: [H]/N=C(\N)NCCCC[C@@](COCCOCC)(OCP(C)O)[C@@H](CCCCCCCCOC)NO
Kohn-Sham gap: 0.3138 hartree
HOMO: -8.44 eV
E: -1918.2086 Eh
energy above the lowest of the compared OMol25 structures with the same formula, charge and spin: 224.2 kcal per mole

```
! RIJCOSX wB97M-V def2-TZVPD def2/J DEFGRID3
* xyz 0 1
H -0.073 4.568 -0.194
N -0.553 4.698 0.726
C -1.904 4.401 0.638
N -2.433 4.007 -0.724
N -2.751 4.539 1.909
C -2.705 3.286 2.754
C -1.446 3.225 3.822
C -0.309 2.192 3.162
C -0.653 0.696 3.707
C -0.307 -0.532 2.621
C -1.109 -1.839 3.293
O -0.559 -3.141 2.911
C -1.560 -4.218 2.949
C -0.942 -5.734 2.738
O -1.111 -6.277 1.380
C -0.582 -5.374 0.347
C 1.019 -5.001 0.530
O -0.946 -0.099 1.365
C -1.194 -1.201 0.433
P -3.062 -1.757 0.393
C -4.122 -0.540 1.445
O -3.649 -1.525 -1.250
C 1.316 -0.726 2.545
C 1.998 -0.267 1.107
C 2.049 1.353 0.869
C 3.105 1.641 -0.393
C 2.615 0.837 -1.773
C 2.805 1.776 -3.134
C 2.565 0.947 -4.530
C 1.938 1.905 -5.716
C 1.807 1.127 -7.157
O 0.597 1.609 -7.881
C 0.504 0.964 -9.217
N 2.089 0.066 3.620
O 2.236 -0.795 4.642
H -1.790 4.268 -1.504
H -2.556 2.964 -0.817
H -3.766 4.604 1.593
H -2.567 2.376 2.024
H -3.686 3.103 3.401
H -1.769 2.735 4.858
H -0.966 4.284 4.040
H -0.378 2.354 2.008
H 0.777 2.463 3.513
H -0.238 0.452 4.795
H -1.840 0.644 3.825
H -0.914 -1.724 4.466
H -2.287 -1.746 3.175
H -2.335 -4.018 2.075
H -2.144 -4.126 3.959
H 0.187 -5.776 3.113
H -1.529 -6.479 3.464
H -1.228 -4.393 0.182
H -0.652 -5.963 -0.688
H 1.257 -4.440 1.535
H 1.367 -4.281 -0.354
H 1.682 -5.982 0.507
H -0.455 -2.111 0.521
H -1.011 -0.757 -0.660
H -3.504 0.421 1.787
H -5.089 -0.229 0.829
H -4.479 -1.044 2.465
H -3.547 -0.542 -1.505
H 1.683 -1.851 2.706
H 3.135 -0.625 1.178
H 1.560 -0.864 0.175
H 0.984 1.674 0.446
H 2.381 1.977 1.805
H 3.109 2.791 -0.706
H 4.196 1.263 -0.152
H 1.497 0.510 -1.611
H 3.241 -0.155 -1.905
H 1.987 2.635 -3.033
H 3.903 2.228 -3.086
H 3.626 0.581 -4.932
H 1.911 -0.019 -4.421
H 0.856 2.220 -5.387
H 2.591 2.865 -5.867
H 2.717 1.342 -7.890
H 1.679 -0.032 -7.042
H -0.539 0.462 -9.417
H 1.314 0.118 -9.384
H 0.666 1.743 -10.107
H 3.077 0.237 3.261
H 3.212 -0.967 4.826
*
```